[1]
Density functional theory data (ωB97M-V/def2-TZVPD) for 2 unconnected molecules or ions with the total composition C4H11NO in a non-equilibrium geometry.

Element x y z (Å)
C (0.28799, 1.70875, 1.09394)
C (0.21761, 0.15863, 0.74537)
C (1.17037, -0.37888, -0.03645)
N (1.79163, 0.44778, -1.03999)
C (-0.87604, -0.52740, 1.59092)
H (0.44652, 1.91806, 2.21315)
H (-0.54585, 2.36376, 0.73540)
H (1.11796, 2.03606, 0.41771)
H (1.31590, -1.45586, -0.24037)
H (1.98833, -0.05298, -1.83804)
H (1.05674, 1.09463, -1.26467)
H (-1.75416, 0.12098, 1.73842)
H (-0.49370, -0.86054, 2.62422)
H (-1.20153, -1.52007, 1.21124)
H (-1.24363, -1.99847, -1.96292)
H (-1.45103, -1.54153, -3.43961)
O (-1.82710, -1.51291, -2.54833)

The SMILES is CC(C)=CN.O. The spin multiplicity is 1. The largest force on an atom is 2.93 eV/Å.

List of Löwdin charges in e, atom by atom: number 1, C, carries -0.078; number 2, C, carries -0.328; number 3, C, carries -0.168; number 4, N, carries 0.020; number 5, C, carries -0.095; number 6, H, carries 0.098; number 7, H, carries 0.073; number 8, H, carries 0.052; number 9, H, carries 0.113; number 10, H, carries 0.033; number 11, H, carries 0.065; number 12, H, carries 0.069; number 13, H, carries 0.091; number 14, H, carries 0.062; number 15, H, carries 0.019; number 16, H, carries 0.037; number 17, O, carries -0.063

***

[2]
Density functional theory data (ωB97M-V/def2-TZVPD) for 3 unconnected molecules or ions with the total composition C4H11NO in a non-equilibrium geometry.

Element x y z (Å)
N (0.20129, -1.94340, 0.64985)
C (0.34057, -0.78012, 1.42758)
C (0.95461, 2.73253, -0.24330)
C (0.62567, 1.30108, -0.13847)
C (0.63028, 0.54705, 1.05058)
H (-0.68711, -2.20048, 0.15083)
H (0.78055, -1.90747, -0.22955)
H (0.34883, -0.91488, 2.48275)
H (-1.97776, -0.25881, -1.71566)
H (0.91609, 3.01529, 0.84971)
H (2.00114, 3.06530, -0.54907)
H (0.17222, 3.22796, -0.83491)
H (0.43081, 0.70045, -1.03179)
H (0.85446, 1.14160, 1.86522)
H (-2.31792, -0.84917, -1.42627)
H (-2.03691, -3.69737, -1.11549)
O (-1.23682, -3.17956, -1.19200)

The spin multiplicity is 1. The largest force on an atom is 4.56 eV/Å.

List of Löwdin charges in e, atom by atom: number 1, N, carries 0.078; number 2, C, carries -0.051; number 3, C, carries -0.083; number 4, C, carries -0.075; number 5, C, carries -0.078; number 6, H, carries 0.040; number 7, H, carries 0.119; number 8, H, carries 0.106; number 9, H, carries 0.009; number 10, H, carries 0.092; number 11, H, carries 0.118; number 12, H, carries 0.091; number 13, H, carries 0.104; number 14, H, carries 0.068; number 15, H, carries 0.016; number 16, H, carries -0.109; number 17, O, carries -0.444

***

[3]
Density functional theory data (ωB97M-V/def2-TZVPD) for a single C4H11NO molecule in a non-equilibrium geometry.

Element x y z (Å)
C (-0.33638, -0.20003, 0.95670)
C (0.82615, 0.09285, -0.08416)
C (1.00669, -1.04974, -1.10366)
O (2.00194, 0.21753, 0.71510)
C (-1.42169, 0.70154, 0.49792)
N (-2.11929, 0.44530, -0.82013)
H (-0.44097, -1.29516, 0.98319)
H (0.05742, 0.28220, 1.89722)
H (0.68183, 1.06857, -0.60927)
H (0.21815, -1.78521, -1.20619)
H (1.89794, -1.60217, -0.85855)
H (1.16555, -0.65261, -2.17276)
H (2.34747, -0.62274, 1.02275)
H (-2.27672, 0.76329, 1.23566)
H (-1.03702, 1.72053, 0.39837)
H (-2.54355, -0.46632, -0.87937)
H (-1.41905, 0.70386, -1.57450)

The SMILES is C[C@H](O)CCN. The spin multiplicity is 1. The largest force on an atom is 4.00 eV/Å.

List of Löwdin charges in e, atom by atom: number 1, C, carries -0.160; number 2, C, carries -0.424; number 3, C, carries -0.060; number 4, O, carries -0.073; number 5, C, carries -0.315; number 6, N, carries -0.013; number 7, H, carries 0.117; number 8, H, carries 0.129; number 9, H, carries 0.138; number 10, H, carries 0.062; number 11, H, carries 0.061; number 12, H, carries 0.101; number 13, H, carries 0.084; number 14, H, carries 0.116; number 15, H, carries 0.106; number 16, H, carries 0.050; number 17, H, carries 0.081

***

[4]
Density functional theory data (ωB97M-V/def2-TZVPD) for 2 unconnected molecules or ions with the total composition C4H11NO in a non-equilibrium geometry.

Element x y z (Å)
C (1.64320, -1.08401, -0.35383)
N (1.96443, 0.34851, -0.38578)
C (1.16163, 1.01828, -1.38567)
H (0.64626, -1.20773, 0.06566)
H (1.73342, -1.55533, -1.33208)
H (2.34531, -1.55260, 0.34168)
H (2.93803, 0.40267, -0.65919)
H (1.15821, 0.54339, -2.38537)
H (1.34069, 2.07312, -1.60064)
H (0.11569, 1.01870, -1.07642)
C (-1.79456, -0.53258, 1.91801)
C (-2.58373, -0.10776, 0.95155)
O (-2.20586, 0.90649, 0.06958)
H (-1.93039, -1.42199, 2.52138)
H (-0.77839, -0.15769, 1.83860)
H (-3.63289, -0.38021, 0.84714)
H (-2.12107, 1.68875, 0.62539)

The SMILES is C=CO.CNC. The spin multiplicity is 1. The largest force on an atom is 1.54 eV/Å.

List of Löwdin charges in e, atom by atom: number 1, C, carries -0.145; number 2, N, carries -0.181; number 3, C, carries -0.173; number 4, H, carries 0.059; number 5, H, carries 0.071; number 6, H, carries 0.076; number 7, H, carries 0.087; number 8, H, carries 0.076; number 9, H, carries 0.072; number 10, H, carries 0.052; number 11, C, carries 0.010; number 12, C, carries -0.268; number 13, O, carries -0.054; number 14, H, carries 0.059; number 15, H, carries 0.058; number 16, H, carries 0.104; number 17, H, carries 0.096

***

[5]
Density functional theory data (ωB97M-V/def2-TZVPD) for a single C4H11NO molecule in a non-equilibrium geometry.

Element x y z (Å)
C (0.21061, -0.51596, 1.94566)
C (1.40734, -0.03355, -0.30357)
C (0.20794, -0.78023, -1.14725)
C (-0.88557, 0.34681, -1.42318)
H (0.80597, -1.59301, 2.19268)
H (0.21670, -0.03677, 2.92584)
H (-0.93478, -0.63814, 1.75073)
H (1.27609, 1.20015, 1.47098)
H (2.30946, -0.62556, -0.25660)
H (1.44014, 0.94368, -1.13375)
H (-0.29337, -1.44047, -0.53950)
H (0.46488, -1.34280, -2.13185)
H (-0.38438, 1.38498, -1.66310)
H (-1.65292, -0.06461, -2.21914)
H (-1.05114, 0.69390, 0.58624)
N (0.73294, 0.50758, 0.96535)
O (-1.62114, 0.48289, -0.27125)

The SMILES is CNCCCO. The spin multiplicity is 1. The largest force on an atom is 5.60 eV/Å.

List of Löwdin charges in e, atom by atom: number 1, C, carries -0.145; number 2, C, carries -0.162; number 3, C, carries -0.171; number 4, C, carries -0.322; number 5, H, carries 0.139; number 6, H, carries 0.052; number 7, H, carries 0.092; number 8, H, carries 0.098; number 9, H, carries 0.075; number 10, H, carries 0.153; number 11, H, carries 0.043; number 12, H, carries 0.127; number 13, H, carries 0.123; number 14, H, carries 0.140; number 15, H, carries 0.095; number 16, N, carries -0.162; number 17, O, carries -0.174

***

[6]
Density functional theory data (ωB97M-V/def2-TZVPD) for a single C4H11NO molecule in a non-equilibrium geometry.

Element x y z (Å)
C (-0.22890, -1.32677, -1.23318)
C (0.37173, -0.11553, -0.53616)
C (-0.41265, 0.47714, 0.61763)
C (0.22435, 0.39580, 1.97512)
O (-1.75768, -0.10539, 0.71062)
N (0.78477, 0.91820, -1.50091)
H (-1.09074, -1.04565, -1.84435)
H (-0.56040, -2.00272, -0.46875)
H (0.50122, -1.83221, -1.86895)
H (1.32590, -0.50798, -0.15078)
H (-0.67325, 1.50238, 0.33240)
H (-0.43916, 0.78321, 2.73208)
H (1.19323, 0.89619, 1.95723)
H (0.40828, -0.64765, 2.25615)
H (-2.34384, 0.53589, 0.31019)
H (1.31218, 0.48295, -2.24439)
H (1.38495, 1.59216, -1.04396)

The SMILES is C[C@H](O)[C@@H](C)N. The spin multiplicity is 1. The largest force on an atom is 2.33 eV/Å.

List of Löwdin charges in e, atom by atom: number 1, C, carries -0.059; number 2, C, carries -0.432; number 3, C, carries -0.388; number 4, C, carries -0.045; number 5, O, carries -0.063; number 6, N, carries 0.028; number 7, H, carries 0.083; number 8, H, carries 0.071; number 9, H, carries 0.078; number 10, H, carries 0.127; number 11, H, carries 0.137; number 12, H, carries 0.076; number 13, H, carries 0.084; number 14, H, carries 0.090; number 15, H, carries 0.082; number 16, H, carries 0.065; number 17, H, carries 0.067

***

The records above give, respectively, gap between HOMO and LUMO values of 0.3216, 0.1828, 0.3694, 0.3647, 0.3748, 0.3742 Eh.
The records above give, respectively, relative energy (zero: lowest compared OMol25 entry of this formula, charge and spin) values of 2.156, 6.668, 1.710, 2.372, 3.626, 1.006 eV.